--- w ---
# C20H22N4O3

A cluster of 4 separate species, C20H22N4O3 in total (wB97M-V/def2-TZVPD, the OMol25 dataset).

```
49
Properties=species:S:1:pos:R:3
H -1.34981 -4.24985 0.29368
N -1.31280 -3.28373 0.61423
C -0.50581 -3.16090 1.57324
C -0.29549 -1.77533 2.16726
C 0.21565 -0.87001 1.09256
C 1.39344 -0.91099 0.48333
C 2.49076 -1.84687 0.75762
C 2.77232 -2.90293 -0.02098
C 1.38341 0.19131 -0.52542
O 2.22857 0.41861 -1.33824
O 0.23876 0.92485 -0.37567
C -0.59348 0.24450 0.52362
O -1.70880 0.56596 0.76154
H 0.07072 -3.99724 1.97704
H 0.39566 -1.79544 3.00892
H -1.28419 -1.44333 2.48612
H 3.11593 -1.62955 1.62226
H 2.98010 -3.87062 0.42688
H 2.87349 -2.85326 -1.10115
C -1.62040 0.09459 -3.13676
C -2.11958 -0.00347 -4.46320
C -3.47278 -0.18764 -4.36764
N -3.80610 -0.19818 -3.03894
C -2.68010 -0.02928 -2.28023
H -0.60006 0.24985 -2.83169
H -1.55269 0.06575 -5.37618
H -4.22569 -0.30174 -5.12868
H -4.73410 -0.31264 -2.67692
H -2.71345 -0.00401 -1.20591
C 0.73236 1.21122 5.88647
C 1.26152 0.27871 6.82084
C 0.47045 -0.83751 6.77636
N -0.51622 -0.61503 5.85387
C -0.36200 0.62984 5.30480
H 1.11224 2.19502 5.66780
H 2.12318 0.41398 7.45263
H 0.52464 -1.76527 7.31965
H -1.24253 -1.26538 5.61787
H -1.04128 0.99348 4.55207
C 1.54981 3.78705 -5.06781
C 0.22811 3.82640 -4.54069
C 0.20246 2.96520 -3.47477
N 1.43905 2.41087 -3.33868
C 2.27103 2.90469 -4.30402
H 1.92697 4.34095 -5.91181
H -0.60017 4.41167 -4.90327
H -0.58496 2.69277 -2.79323
H 1.66503 1.73762 -2.61945
H 3.29885 2.59046 -4.36663
```

Computed properties:
- orbital gap (eV) = 6.51
- SMILES = [H]/N=C/CC1=C(C=C)C(=O)OC1=O.c1cc[nH]c1.c1cc[nH]c1.c1cc[nH]c1
- HOMO energy (eV) = -7.55
- 2S+1 = 1

Population analysis type Löwdin, resulting atomic charges in e: 0.058, 0.123, -0.232, -0.101, -0.078, -0.075, -0.095, 0.056, -0.371, 0.162, 0.138, -0.357, 0.178, 0.113, 0.117, 0.119, 0.124, 0.065, 0.078, -0.118, -0.099, -0.142, 0.005, -0.123, 0.070, 0.093, 0.103, 0.142, 0.087, -0.110, -0.111, -0.145, -0.004, -0.150, 0.091, 0.090, 0.104, 0.139, 0.106, -0.121, -0.110, -0.153, 0.019, -0.143, 0.084, 0.085, 0.100, 0.086, 0.101

=====

--- x ---
# C20H22N4O3

An isolated molecule of C20H22N4O3 (wB97M-V/def2-TZVPD, the OMol25 dataset).

```
49
Properties=species:S:1:pos:R:3
C 4.03792 0.66805 -2.12280
C 3.41178 0.57997 -0.73537
N 2.75215 -0.70150 -0.52849
C 2.58575 -1.03133 0.87477
C 2.04704 -2.45810 1.00779
N 0.78275 -2.55305 0.30865
C -0.35511 -2.60936 1.02823
O -0.36807 -2.82581 2.22979
C -1.63642 -2.30330 0.33431
C -2.66557 -1.56527 0.97408
C -3.59321 -1.37150 -0.00975
C -4.75577 -0.43792 -0.11033
O -4.37159 0.70165 -0.86764
C -3.17470 1.29205 -0.54348
C -2.39991 1.75848 -1.62911
C -1.16101 2.29000 -1.42489
C -0.62531 2.37737 -0.12117
N 0.62477 2.85244 0.04234
C 1.11088 2.92924 1.24998
C 0.40907 2.54157 2.40527
C -0.86049 2.05071 2.26604
C -1.42214 1.94991 0.97600
C -2.70412 1.41978 0.73979
O -3.16805 -1.97438 -1.13215
N -1.96426 -2.54046 -0.91182
C 0.91765 -2.20403 -1.08526
C 1.47132 -0.78299 -1.20541
H 3.28017 0.72902 -2.89867
H 4.65974 1.55706 -2.18643
H 4.65419 -0.20810 -2.30512
H 4.20725 0.66051 0.00987
H 2.71558 1.42055 -0.58517
H 3.55697 -0.96661 1.36990
H 1.88853 -0.33596 1.38019
H 1.88253 -2.71367 2.05520
H 2.75400 -3.16079 0.55921
H -2.67716 -1.25575 1.99628
H -5.57570 -0.88496 -0.67680
H -5.10619 -0.16405 0.89152
H -2.81560 1.66113 -2.61978
H -0.55376 2.63449 -2.24689
H 2.12005 3.31449 1.32836
H 0.87564 2.62881 3.37420
H -1.43671 1.73251 3.12389
H -3.29619 1.10992 1.58760
H -0.04023 -2.29836 -1.59306
H 1.63109 -2.90145 -1.53495
H 1.61016 -0.54229 -2.25907
H 0.74029 -0.06874 -0.77966
```

Computed properties:
- orbital gap (eV) = 8.68
- SMILES = CCN1CCN(C(=O)c2cc(COc3ccc4ncccc4c3)on2)CC1
- HOMO energy (eV) = -8.59
- 2S+1 = 1

Population analysis type Löwdin, resulting atomic charges in e: -0.084, -0.257, -0.177, -0.165, -0.113, -0.037, -0.398, 0.066, -0.163, 0.060, -0.234, -0.094, -0.029, -0.263, 0.019, -0.003, -0.249, 0.105, -0.155, -0.055, -0.012, -0.147, 0.022, 0.047, 0.117, -0.121, -0.155, 0.060, 0.070, 0.075, 0.113, 0.095, 0.122, 0.128, 0.121, 0.131, 0.126, 0.141, 0.134, 0.122, 0.116, 0.106, 0.102, 0.117, 0.122, 0.097, 0.133, 0.119, 0.122

=====

Most stable structure, least stable structure: x, w.